DFT (ωB97M-V with the def2-TZVPD basis set) results for 3 unconnected molecules or ions with the total composition C24H48Cl2N7O2P3S.

CARTESIAN COORDINATES (ANGSTROEM)
C -7.34807 -0.89252 5.51478
C -6.67236 -1.05432 4.20241
Cl -4.96541 -1.35094 4.33845
C -7.23493 -1.01235 2.99324
Cl -8.97608 -0.76336 2.89336
P -6.31868 -1.23237 1.43517
C -7.22306 -0.11385 0.29126
C -6.32543 0.73589 -0.66274
C -4.86153 0.81948 -0.32056
C -3.95462 -0.19254 -0.62774
C -2.61159 -0.06226 -0.32767
C -2.12731 1.08354 0.28885
C -3.02637 2.08820 0.62421
C -4.37346 1.96056 0.31392
N -6.86356 -2.82792 0.90228
C -6.02381 -3.63502 0.58768
S -5.03280 -4.68261 -0.01700
H -8.38419 -0.58670 5.40736
H -7.33659 -1.83325 6.06732
H -6.84432 -0.14468 6.12657
H -7.87837 0.54971 0.85161
H -7.88235 -0.74381 -0.30805
H -6.48084 0.41133 -1.69113
H -6.71382 1.75370 -0.61992
H -4.29968 -1.09912 -1.11371
H -1.88867 -0.83216 -0.56586
H -1.07650 1.21229 0.51005
H -2.63798 2.97941 1.10132
H -5.05986 2.75920 0.57145
O 2.72182 1.09167 0.71962
P 3.18422 0.75597 2.10343
N 2.42295 -0.77965 2.21488
C 1.91419 -1.39360 3.42148
C 2.84166 -1.77107 1.23396
N 2.36222 2.03731 2.94016
C 1.08975 1.76835 3.58022
C 2.21519 3.25314 2.14206
N 4.32146 0.54657 3.31632
C 5.45842 -0.31552 2.99656
C 4.19787 0.91413 4.71265
H 2.68928 -1.89648 4.02252
H 1.17260 -2.14689 3.14746
H 1.39322 -0.68662 4.05840
H 3.82514 -2.20537 1.46596
H 2.89320 -1.32368 0.24155
H 2.11786 -2.58591 1.18136
H 0.41837 1.29975 2.84588
H 0.63081 2.69429 3.93071
H 1.15626 1.14888 4.47542
H 1.39424 3.18465 1.41866
H 3.12760 3.47740 1.59329
H 2.02057 4.09383 2.81194
H 5.30630 -1.34195 3.34982
H 6.37709 0.07081 3.44075
H 5.62217 -0.35334 1.91763
H 3.45558 0.30477 5.23697
H 3.95135 1.96554 4.83709
H 5.15502 0.75346 5.21195
O 0.78950 -1.02442 -3.04749
P 2.11570 -0.69508 -3.66828
N 2.03408 0.99744 -3.50621
C 2.51033 2.04742 -4.37415
C 2.05989 1.42407 -2.10242
N 1.78432 -1.25887 -5.28608
C 1.50481 -0.30651 -6.34818
C 0.78939 -2.32811 -5.33361
N 3.76414 -0.94940 -3.84579
C 4.57062 -0.82987 -2.63050
C 4.51849 -1.02936 -5.07855
H 3.58757 2.25842 -4.26600
H 1.97233 2.96827 -4.13857
H 2.30586 1.84453 -5.42190
H 3.07604 1.44428 -1.69593
H 1.46114 0.78722 -1.45643
H 1.65936 2.43556 -1.99508
H 0.69983 0.39591 -6.09159
H 1.20730 -0.84436 -7.25042
H 2.39350 0.26193 -6.63329
H -0.23751 -1.95371 -5.25800
H 0.94388 -3.04420 -4.53023
H 0.89520 -2.86730 -6.27893
H 5.01867 0.16540 -2.53092
H 5.37056 -1.57306 -2.61966
H 3.95957 -1.00928 -1.74340
H 4.56380 -0.06798 -5.60101
H 4.12110 -1.78475 -5.75160
H 5.54640 -1.31812 -4.85143

Forces on atoms 1 to 3 (eV/Å):
C -0.3 0.1 0.3
C 0.1 0.0 -0.1
Cl 0.0 0.0 0.1

## Properties
Kohn-Sham gap: 0.302 hartree
SMILES: C/C(Cl)=C(\Cl)P(CCc1ccccc1)N=C=S.CN(C)P(=O)(N(C)C)N(C)C.CN(C)P(=O)(N(C)C)N(C)C
Multiplicity: 1
LUMO level: 0.4 eV
HOMO: -7.771 eV

Here are the Mulliken charges for atoms 1 to 6, given in e:
1 C -1.2121
2 C 0.5345
3 Cl -0.1848
4 C -0.0736
5 Cl -0.2331
6 P 0.4771

DFT (ωB97M-V with the def2-TZVPD basis set) results for a molecular structure, C8H13F6HoN5O8S2.

CARTESIAN COORDINATES (ANGSTROEM)
Ho -0.10300 0.58898 -0.05555
N -1.22366 0.43006 -2.42037
C -2.07627 -0.78496 -2.42742
C -2.67987 -1.08222 -1.05278
O -3.80171 -1.59411 -1.00216
N -1.85904 -0.76131 -0.05564
C -2.27042 -1.05958 1.31743
C -1.43603 -0.30542 2.36311
O -1.86299 -0.17675 3.48783
O -0.25379 0.16010 1.96037
H -1.81288 1.25415 -2.38057
H -0.67618 0.48592 -3.26926
H -1.44481 -1.63686 -2.68798
H -2.89030 -0.73258 -3.14687
H -2.13912 -2.12163 1.53685
H -3.31884 -0.82649 1.49033
N 1.79071 4.91336 -0.09134
C 1.36145 3.68166 0.31650
N 0.96937 3.59962 1.62048
O 1.37758 2.72958 -0.45820
H 1.97010 5.65171 0.56155
H 2.19506 4.96504 -1.00726
H 0.65031 4.44172 2.06710
H 0.42115 2.78671 1.86611
F 4.18621 -0.30205 0.87419
C 2.87009 -0.40793 1.00324
F 2.58434 -1.04965 2.11019
F 2.36202 0.84366 1.09641
S 2.14572 -1.21515 -0.54101
O 1.72422 -0.04883 -1.32046
O 3.18532 -2.01964 -1.09731
N 0.82712 -1.92603 -0.06063
S 0.96263 -3.38124 0.64971
O 2.22439 -3.61831 1.28115
O -0.25906 -3.63315 1.33883
C 0.92802 -4.52511 -0.83355
F 0.00905 -5.46046 -0.63696
F 2.10790 -5.11094 -0.97949
F 0.63057 -3.87649 -1.95643
C -1.61198 2.54833 0.10270
H -1.30228 3.50995 -0.33559
H -1.88707 2.76851 1.14672
H -2.57402 2.29784 -0.37395

Forces on atoms 1 to 3 (eV/Å):
Ho -1.0 2.0 -1.8
N -0.1 -0.3 0.3
C 0.2 0.2 -0.1

## Properties
Kohn-Sham gap (spin up / spin down): 0.267 / 0.266 hartree
Total charge: -1
Multiplicity: 5
LUMO level (spin up / spin down): 2.3 / 2.3 eV
HOMO (spin up / spin down): -5.012 / -4.981 eV
Energy above the lowest of the compared OMol25 structures with the same formula, charge and spin: 0.0 kJ/mol

Here are the Mulliken charges for atoms 1 to 6, given in e:
1 Ho 0.4166
2 N -0.3872
3 C -0.5219
4 C 0.4273
5 O -0.7769
6 N 0.4035

DFT (ωB97M-V with the def2-TZVPD basis set) results for 2 unconnected molecules or ions with the total composition C19H26BBrF2N.

CARTESIAN COORDINATES (ANGSTROEM)
F 5.03773 -0.64851 3.04073
C 5.83760 -0.09523 2.04159
C 6.77357 -0.91625 1.44769
C 7.62715 -0.32719 0.48442
C 7.53592 1.02508 0.20665
C 6.61191 1.85892 0.83757
C 6.73271 3.35730 0.56676
C 5.41874 4.12929 0.87916
C 4.63029 4.80368 -0.04313
C 3.61931 5.64451 0.39910
C 3.42839 5.88330 1.78409
C 4.21616 5.17215 2.67404
F 4.17378 5.55558 4.01509
C 5.17193 4.29917 2.22966
C 5.74949 1.24792 1.76592
H 6.93125 -1.92890 1.79252
H 8.36422 -0.94986 -0.00679
H 8.11261 1.40923 -0.66845
H 7.07771 3.51544 -0.47704
H 4.72930 4.57890 -1.12709
H 2.94461 6.11719 -0.31226
H 2.69721 6.60709 2.12325
H 5.74594 3.72392 2.98753
H 4.89402 1.80178 2.20522
C 7.84484 8.15856 2.31677
C 7.74287 6.64806 2.45275
N 9.12016 5.98913 2.36024
C 9.80855 6.31051 1.04356
C 8.97072 5.84753 -0.15555
C 9.98065 6.47161 3.52677
C 11.32614 5.75450 3.60084
B 8.79368 4.42619 2.47514
Br 8.22245 3.80488 4.26390
H 7.58471 3.72805 1.24231
H 6.82081 8.52970 2.41858
H 8.47547 8.63091 3.08993
H 8.25745 8.43378 1.32418
H 7.36817 6.36632 3.44863
H 7.06495 6.18990 1.71376
H 9.96731 7.39523 1.08756
H 10.74613 5.74701 1.07275
H 9.55913 6.06517 -1.05000
H 8.71441 4.78371 -0.14561
H 8.05446 6.43182 -0.25095
H 10.09219 7.53057 3.32357
H 9.41648 6.26857 4.45792
H 11.89901 6.24981 4.39263
H 11.26187 4.68376 3.86961
H 11.91908 5.90403 2.68054
H 9.77359 3.70507 2.07973

Forces on atoms 1 to 3 (eV/Å):
F 0.8 0.9 -1.4
C -0.2 -1.1 1.2
C 1.0 0.7 -0.4

## Properties
Kohn-Sham gap: 0.265 hartree
Total charge: +1
Multiplicity: 1
LUMO level: -4.8 eV
HOMO: -11.978 eV

Here are the Mulliken charges for atoms 1 to 6, given in e:
1 F -0.3071
2 C 0.0463
3 C -0.5376
4 C -0.6512
5 C -0.6855
6 C 0.3862

DFT (ωB97M-V with the def2-TZVPD basis set) results for 2 unconnected molecules or ions with the total composition C3H12N2.

CARTESIAN COORDINATES (ANGSTROEM)
C 2.36018 0.73357 -1.70512
N 1.70946 -0.58691 -1.71746
H 2.35661 1.10067 -2.74644
H 3.38080 0.82600 -1.20349
H 1.58656 1.31486 -1.25226
H 0.94406 -0.79268 -1.22325
H 1.92584 -1.25869 -2.41834
C -0.95209 -1.22197 0.99274
C -1.34971 0.33687 0.89669
N -2.22526 0.61993 1.99741
H -0.50393 -1.47788 1.91010
H -1.94355 -1.73685 0.96438
H -0.35256 -1.55657 0.17463
H -0.40117 1.00558 0.92684
H -1.83730 0.28147 -0.08421
H -3.03350 1.17026 1.92027
H -1.66445 1.24236 2.56752

Forces on atoms 1 to 3 (eV/Å):
C -0.6 -1.1 -0.6
N 4.2 0.7 -1.9
H 0.6 0.1 0.3

## Properties
Kohn-Sham gap (spin up / spin down): 0.104 / 0.347 hartree
Total charge: -1
Multiplicity: 2
LUMO level (spin up / spin down): 4.2 / 4.2 eV
HOMO (spin up / spin down): 1.409 / -5.232 eV
Energy above the lowest of the compared OMol25 structures with the same formula, charge and spin: 155.4 kJ/mol

Here are the Mulliken charges for atoms 1 to 6, given in e:
1 C -1.2106
2 N -0.1361
3 H 0.3099
4 H 0.3001
5 H 0.3047
6 H 0.1760

no.,total energy (eV)
1,-103936.7101
2,-96116.1268
3,-97762.1406
4,-6282.8332